[1]
{
  "formula": "C19H22N4O2S",
  "method": "wB97M-V/def2-TZVPD",
  "elements": ["C", "C", "C", "N", "C", "S", "C", "C", "O", "N", "C", "C", "C", "C", "C", "C", "C", "C", "N", "N", "C", "C", "C", "C", "C", "O", "H", "H", "H", "H", "H", "H", "H", "H", "H", "H", "H", "H", "H", "H", "H", "H", "H", "H", "H", "H", "H", "H"],
  "positions_angstrom": [[0.580, 2.884, 3.291], [-0.246, 2.100, 2.278], [0.335, 2.276, 0.883], [-0.274, 1.462, -0.145], [-1.434, 0.744, -0.187], [-2.586, 0.566, 1.099], [-3.803, -0.542, 0.315], [-3.296, -1.981, 0.303], [-3.514, -2.747, 1.219], [-2.625, -2.296, -0.816], [-1.906, -3.539, -0.964], [-0.423, -3.286, -1.243], [0.279, -2.417, -0.231], [-0.090, -2.376, 1.108], [0.607, -1.584, 2.005], [1.690, -0.832, 1.583], [2.065, -0.866, 0.251], [1.360, -1.647, -0.647], [-1.584, 0.192, -1.369], [-0.534, 0.520, -2.122], [0.257, 1.278, -1.404], [1.489, 1.804, -1.909], [2.076, 1.555, -3.125], [3.273, 2.301, -3.142], [3.330, 2.949, -1.946], [2.258, 2.657, -1.191], [1.607, 2.527, 3.308], [0.590, 3.943, 3.042], [0.159, 2.769, 4.285], [-0.242, 1.042, 2.543], [-1.278, 2.453, 2.303], [1.398, 2.016, 0.906], [0.254, 3.326, 0.577], [-4.682, -0.470, 0.955], [-4.009, -0.161, -0.683], [-2.356, -1.532, -1.436], [-2.056, -4.118, -0.050], [-2.332, -4.106, -1.801], [-0.328, -2.814, -2.224], [0.086, -4.253, -1.291], [-0.925, -2.956, 1.466], [0.303, -1.563, 3.042], [2.240, -0.227, 2.290], [2.908, -0.284, -0.093], [1.653, -1.659, -1.687], [1.682, 0.919, -3.889], [3.992, 2.350, -3.934], [4.051, 3.621, -1.525]],
  "atomic_forces_ev_per_a": [[-0.153, -0.106, -0.162], [0.126, 0.053, -0.088], [0.226, 0.375, 0.591], [-0.179, -0.468, -0.779], [-0.080, -0.073, -0.199], [-0.444, -0.076, 0.448], [0.400, 0.139, 0.053], [-0.262, 0.339, -0.348], [-0.080, -0.190, 0.460], [0.142, -0.251, -0.370], [0.047, -0.184, 0.018], [-0.191, -0.071, 0.071], [0.080, 0.007, -0.080], [0.002, -0.031, -0.019], [0.025, -0.012, 0.106], [0.050, 0.038, 0.064], [0.135, 0.016, -0.004], [-0.008, -0.043, 0.058], [-0.542, 0.119, 0.542], [1.029, 0.472, -0.667], [-0.770, -0.143, 0.395], [0.621, -0.257, -1.202], [-0.511, 0.035, 0.761], [0.169, 0.370, 0.509], [0.540, -0.053, -0.748], [-0.341, -0.009, 0.347], [0.136, -0.014, 0.035], [0.041, 0.138, 0.026], [0.013, 0.037, 0.113], [-0.059, -0.006, -0.011], [0.006, -0.018, 0.032], [-0.176, 0.074, 0.026], [0.086, -0.119, 0.067], [0.069, -0.040, -0.056], [-0.106, -0.029, 0.010], [-0.167, 0.000, 0.250], [0.001, 0.019, -0.139], [0.075, -0.052, 0.153], [0.069, -0.051, -0.036], [-0.026, 0.011, -0.117], [-0.172, -0.068, 0.017], [-0.033, -0.004, 0.093], [0.057, 0.064, 0.071], [0.078, 0.061, -0.034], [0.003, 0.014, -0.123], [-0.143, -0.163, -0.149], [0.190, 0.060, -0.124], [0.030, 0.091, 0.138]],
  "smiles": "CCCn1c(SCC(=O)NCCc2ccccc2)nnc1-c1ccco1",
  "de_lowest_kcal_mol": 35.3,
  "total_energy_ha": -1504.9174,
  "e_lumo_ha": 0.022
}

[2]
{
  "formula": "C5H30N2O10",
  "method": "wB97M-V/def2-TZVPD",
  "elements": ["O", "C", "C", "C", "C", "C", "N", "N", "H", "H", "H", "H", "H", "H", "H", "H", "H", "H", "H", "H", "H", "H", "O", "H", "H", "O", "H", "H", "O", "H", "H", "O", "H", "H", "O", "H", "H", "O", "H", "H", "O", "H", "H", "O", "H", "H", "O"],
  "positions_angstrom": [[-2.504, 0.867, 4.081], [-2.956, 0.020, 3.365], [-2.076, -0.574, 2.256], [-2.655, -0.176, 0.897], [-1.936, -0.728, -0.289], [-1.500, 0.049, -1.259], [-0.805, -0.503, -2.430], [-0.713, -0.004, 2.415], [-3.961, -0.413, 3.464], [-2.055, -1.662, 2.334], [-2.771, 0.911, 0.860], [-3.688, -0.543, 0.866], [-1.782, -1.800, -0.281], [-1.585, 1.123, -1.281], [-1.277, -0.245, -3.293], [-0.693, -1.558, -2.403], [0.141, -0.095, -2.480], [-0.724, 1.007, 2.144], [-0.402, -0.064, 3.384], [0.008, -0.473, 1.809], [-0.520, 3.551, -1.457], [0.979, 3.380, -1.406], [0.176, 2.902, -1.191], [3.042, 0.395, -3.357], [3.094, -0.804, -2.371], [2.571, -0.006, -2.603], [-0.968, -3.897, -2.516], [0.155, -3.383, -1.513], [-0.685, -3.144, -1.970], [0.015, 2.648, 0.552], [-0.084, 3.327, 1.966], [-0.068, 2.466, 1.525], [-1.940, 5.393, -1.343], [-1.632, 5.091, -2.805], [-1.634, 4.690, -1.935], [4.004, 0.947, 0.403], [3.036, 0.612, -0.777], [3.456, 0.262, 0.037], [4.101, -1.239, -0.687], [4.975, -2.195, -1.592], [4.065, -1.919, -1.393], [1.560, -2.056, 0.804], [2.146, -0.623, 0.918], [1.405, -1.191, 1.235], [2.314, -4.204, 0.219], [2.813, -3.024, -0.696], [2.035, -3.391, -0.198]],
  "atomic_forces_ev_per_a": [[-0.294, 0.064, 0.075], [0.645, -0.413, -0.055], [-0.107, 0.271, -0.176], [-0.738, 0.227, 0.174], [0.141, 0.146, 0.374], [-0.008, -0.319, -0.074], [0.621, 0.188, 0.056], [-0.317, -0.106, -0.349], [-0.164, 0.181, 0.021], [0.161, -0.040, 0.166], [0.274, 0.024, -0.139], [0.076, -0.138, 0.037], [0.028, -0.054, -0.303], [-0.040, 0.049, -0.011], [-0.129, 0.019, -0.148], [-0.263, 0.193, 0.198], [0.035, -0.084, -0.090], [0.302, -0.081, 0.196], [-0.024, 0.070, 0.036], [0.041, -0.085, 0.213], [-0.005, -0.105, 0.017], [0.384, -0.033, -0.006], [-0.242, -0.003, -0.018], [-0.319, -0.209, 0.395], [-0.025, 0.110, -0.241], [0.004, 0.206, -0.311], [0.258, 0.196, 0.265], [-0.541, -0.122, -0.348], [0.613, -0.275, 0.199], [0.035, -0.023, 0.514], [-0.012, -0.218, -0.052], [-0.058, 0.313, -0.497], [0.053, -0.209, -0.099], [0.000, 0.088, -0.369], [-0.257, 0.276, 0.405], [0.384, 0.493, 0.304], [0.270, -0.078, 0.161], [-0.583, -0.214, -0.439], [0.274, -0.065, -0.113], [-0.316, 0.076, 0.084], [0.209, -0.214, 0.092], [-0.030, -0.051, 0.131], [-0.475, -0.233, 0.351], [0.288, 0.415, -0.338], [0.205, -0.375, 0.145], [-0.396, -0.457, 0.384], [0.046, 0.600, -0.818]],
  "de_lowest_kcal_mol": 0.0,
  "total_energy_ha": -1069.9513,
  "e_lumo_ha": -0.185,
  "total_charge": 2
}

[3]
{
  "formula": "C36H33ClN5O5STi",
  "method": "wB97M-V/def2-TZVPD",
  "elements": ["Ti", "N", "C", "C", "C", "C", "C", "C", "C", "C", "N", "C", "H", "H", "H", "H", "H", "H", "H", "H", "O", "N", "C", "C", "C", "C", "C", "S", "H", "H", "H", "H", "C", "C", "C", "C", "N", "C", "C", "C", "C", "C", "C", "N", "H", "H", "H", "H", "H", "H", "H", "H", "C", "C", "C", "C", "C", "C", "C", "C", "C", "C", "O", "O", "H", "H", "H", "H", "H", "H", "H", "H", "H", "H", "H", "Cl", "C", "C", "O", "O", "H", "H"],
  "positions_angstrom": [[0.103, -0.109, -0.111], [0.189, -2.402, -2.639], [-0.663, -3.327, -2.060], [-0.984, -4.455, -2.820], [-1.857, -5.426, -2.350], [-2.414, -5.284, -1.101], [-2.106, -4.164, -0.298], [-2.650, -4.074, 1.012], [-2.267, -2.990, 1.800], [-1.446, -2.026, 1.281], [-0.945, -2.006, 0.000], [-1.236, -3.143, -0.779], [0.651, -1.738, -2.030], [0.837, -2.818, -3.290], [-0.537, -4.545, -3.804], [-2.092, -6.287, -2.967], [-3.090, -6.029, -0.699], [-3.302, -4.858, 1.375], [-2.603, -2.878, 2.824], [-1.178, -1.188, 1.911], [0.825, 1.666, 0.184], [1.407, 2.648, 0.844], [2.243, 3.396, 0.073], [2.930, 4.460, 0.569], [2.743, 4.765, 1.933], [1.905, 4.005, 2.687], [1.175, 2.880, 2.174], [0.184, 1.934, 3.138], [2.289, 3.039, -0.947], [3.582, 5.024, -0.080], [3.265, 5.600, 2.387], [1.743, 4.210, 3.736], [4.233, -0.473, -1.644], [4.201, 0.427, -2.765], [3.009, 0.931, -3.150], [1.801, 0.596, -2.445], [1.850, -0.243, -1.317], [3.077, -0.755, -0.995], [0.530, 0.980, -2.806], [0.182, 1.819, -3.919], [-1.111, 1.991, -4.264], [-2.129, 1.335, -3.488], [-1.766, 0.639, -2.388], [-0.467, 0.473, -1.978], [5.153, -0.935, -1.311], [5.107, 0.677, -3.304], [2.943, 1.590, -4.007], [3.075, -1.449, -0.170], [0.972, 2.301, -4.482], [-1.379, 2.623, -5.103], [-3.178, 1.433, -3.731], [-2.500, 0.174, -1.743], [3.725, -2.360, 7.146], [3.207, -2.241, 5.737], [3.614, -1.208, 4.910], [3.136, -1.074, 3.605], [3.630, 0.076, 2.770], [2.243, -2.030, 3.118], [1.837, -3.100, 3.925], [0.877, -4.152, 3.433], [2.311, -3.174, 5.230], [1.730, -1.958, 1.693], [1.840, -2.933, 0.965], [1.229, -0.811, 1.367], [4.288, -1.471, 7.433], [4.387, -3.223, 7.256], [2.909, -2.486, 7.861], [4.310, -0.464, 5.285], [4.273, 0.722, 3.369], [2.798, 0.659, 2.387], [4.202, -0.274, 1.907], [-0.049, -3.710, 3.059], [0.635, -4.841, 4.244], [1.299, -4.706, 2.597], [1.968, -3.989, 5.861], [-4.648, 2.839, 1.443], [-3.182, 1.841, 1.787], [-2.185, 1.817, 0.625], [-1.918, 2.820, 0.001], [-1.673, 0.635, 0.495], [-3.523, 0.844, 2.040], [-2.678, 2.304, 2.633]],
  "atomic_forces_ev_per_a": [[-0.336, -0.722, -0.564], [0.132, -0.062, -0.106], [-0.009, -0.013, -0.047], [-0.023, -0.024, 0.005], [0.026, 0.021, -0.026], [0.005, 0.025, 0.021], [-0.086, -0.119, 0.036], [0.068, 0.065, -0.043], [-0.052, 0.003, -0.012], [0.023, 0.086, -0.038], [0.056, 0.050, 0.106], [0.032, 0.172, 0.001], [-0.075, -0.091, 0.040], [-0.021, 0.033, -0.007], [-0.006, -0.015, -0.014], [0.001, -0.005, 0.005], [0.002, -0.017, -0.004], [-0.010, -0.008, 0.019], [-0.014, -0.014, -0.002], [0.003, -0.036, -0.018], [0.163, 0.791, 0.407], [-0.033, -0.289, -0.472], [-0.081, -0.060, 0.091], [-0.114, -0.070, 0.166], [0.147, 0.126, -0.151], [-0.231, -0.252, 0.065], [0.326, 0.402, 0.192], [-0.089, -0.042, 0.001], [0.007, 0.009, 0.000], [0.022, 0.029, 0.023], [0.000, -0.002, -0.019], [0.022, 0.026, -0.013], [0.057, 0.138, -0.197], [0.118, -0.166, 0.180], [-0.322, 0.017, 0.041], [0.496, -0.202, 0.059], [-0.132, 0.258, -0.051], [-0.267, -0.023, 0.186], [-0.322, 0.185, -0.097], [0.132, -0.275, 0.089], [-0.299, -0.084, 0.137], [0.095, 0.146, -0.224], [0.223, -0.178, 0.266], [-0.063, 0.346, -0.078], [0.023, 0.007, -0.014], [0.010, 0.005, 0.008], [-0.011, 0.005, -0.005], [0.027, -0.005, -0.028], [0.016, -0.025, -0.010], [-0.015, -0.004, 0.001], [0.005, 0.014, -0.023], [-0.012, 0.028, -0.040], [0.018, -0.003, 0.052], [-0.018, -0.008, -0.025], [-0.060, 0.015, -0.051], [0.096, -0.005, 0.131], [0.011, -0.009, -0.032], [-0.094, -0.098, -0.096], [-0.040, 0.018, 0.080], [-0.009, 0.045, -0.007], [0.027, -0.018, -0.020], [-0.042, 0.113, 0.174], [0.060, 0.000, -0.031], [0.192, -0.230, -0.004], [0.004, 0.010, -0.006], [0.001, -0.008, -0.010], [-0.013, -0.001, -0.007], [0.011, 0.004, 0.020], [0.017, 0.014, -0.021], [-0.063, 0.032, 0.010], [-0.031, -0.012, -0.008], [0.050, 0.000, 0.007], [-0.023, -0.017, -0.005], [0.036, -0.021, -0.005], [0.015, -0.001, 0.023], [0.127, -0.067, 0.028], [-0.155, 0.177, -0.010], [0.253, -0.158, 0.117], [-0.142, 0.071, -0.086], [0.159, 0.034, -0.039], [0.008, -0.009, -0.036], [-0.003, -0.055, 0.018]],
  "de_lowest_kcal_mol": 32.8,
  "total_energy_ha": -3749.6493,
  "multiplicity": 2,
  "e_lumo_ha": [0.158, 0.158],
  "total_charge": -2
}

[4]
{
  "formula": "C30H38Cl6FeNOP2Si",
  "method": "wB97M-V/def2-TZVPD",
  "elements": ["Fe", "C", "C", "C", "P", "C", "C", "C", "C", "C", "C", "C", "C", "C", "N", "C", "C", "C", "C", "C", "C", "P", "C", "C", "C", "C", "C", "C", "H", "H", "H", "H", "H", "H", "H", "H", "H", "H", "H", "H", "H", "H", "H", "H", "H", "H", "H", "H", "H", "H", "H", "H", "H", "H", "H", "H", "H", "H", "H", "H", "H", "H", "H", "H", "Cl", "C", "C", "C", "Cl", "C", "O", "C", "Cl", "C", "H", "H", "Cl", "Si", "Cl", "Cl"],
  "positions_angstrom": [[0.697, 0.222, 0.156], [1.010, 4.060, -2.346], [-0.006, 3.881, -1.226], [0.377, 4.722, -0.001], [-0.446, 2.139, -0.757], [-2.095, 2.410, 0.120], [-2.761, 3.782, -0.033], [-3.138, 1.360, -0.286], [-0.927, 1.308, -2.279], [-1.789, 1.869, -3.219], [-2.329, 1.107, -4.237], [-2.038, -0.253, -4.275], [-1.168, -0.820, -3.364], [-0.546, -0.036, -2.382], [0.399, -0.567, -1.487], [1.233, -1.627, -1.923], [1.558, -1.885, -3.259], [2.393, -2.938, -3.580], [2.925, -3.766, -2.597], [2.637, -3.500, -1.271], [1.824, -2.423, -0.935], [1.292, -1.939, 0.715], [2.476, -2.568, 2.001], [2.164, -1.888, 3.343], [3.976, -2.455, 1.756], [-0.085, -3.179, 0.929], [-1.161, -3.056, -0.152], [-0.691, -3.285, 2.326], [1.058, 5.122, -2.598], [0.735, 3.508, -3.245], [2.004, 3.747, -2.040], [-0.964, 4.252, -1.598], [1.428, 4.586, 0.240], [-0.197, 4.473, 0.892], [0.212, 5.778, -0.222], [-1.855, 2.272, 1.177], [-3.058, 3.967, -1.068], [-2.162, 4.621, 0.309], [-3.679, 3.772, 0.559], [-3.564, 1.610, -1.259], [-3.950, 1.365, 0.445], [-2.737, 0.353, -0.337], [-2.055, 2.917, -3.135], [-2.994, 1.552, -4.965], [-2.498, -0.883, -5.026], [-0.967, -1.882, -3.406], [1.181, -1.243, -4.041], [2.642, -3.110, -4.620], [3.568, -4.594, -2.863], [3.052, -4.125, -0.490], [2.218, -3.631, 2.067], [2.447, -0.836, 3.295], [2.759, -2.355, 4.130], [1.117, -1.937, 3.636], [4.312, -1.430, 1.891], [4.289, -2.778, 0.767], [4.490, -3.071, 2.497], [0.460, -4.113, 0.741], [-1.655, -2.087, -0.116], [-1.913, -3.830, 0.016], [-0.744, -3.208, -1.148], [-1.118, -2.345, 2.671], [0.036, -3.626, 3.063], [-1.496, -4.021, 2.304], [-2.276, 1.327, 6.593], [-1.901, 0.875, 4.958], [-0.703, 1.270, 4.392], [-0.452, 0.891, 3.089], [1.041, 1.401, 2.324], [-1.316, 0.133, 2.282], [-1.025, -0.188, 1.064], [-2.515, -0.244, 2.926], [-3.650, -1.235, 2.066], [-2.805, 0.117, 4.229], [0.012, 1.860, 4.949], [-3.736, -0.200, 4.676], [4.535, -0.162, -0.536], [2.705, 0.805, -0.734], [3.177, 2.647, 0.221], [2.728, 1.241, -2.760]],
  "atomic_forces_ev_per_a": [[-0.602, -0.031, 0.206], [0.007, 0.011, -0.012], [-0.035, -0.040, 0.071], [0.013, -0.035, 0.023], [-0.021, -0.042, 0.019], [-0.041, -0.054, -0.011], [-0.009, -0.023, -0.045], [0.023, -0.021, 0.005], [-0.015, 0.114, -0.065], [0.010, 0.014, 0.004], [0.011, -0.024, 0.008], [-0.017, 0.002, -0.005], [-0.020, 0.005, 0.023], [0.039, -0.046, -0.014], [-0.028, -0.165, -0.319], [0.027, 0.000, -0.049], [0.003, 0.058, 0.060], [0.054, -0.058, 0.008], [-0.012, 0.038, -0.059], [-0.024, 0.079, 0.025], [0.017, -0.166, 0.037], [0.179, 0.022, 0.048], [-0.133, 0.037, 0.090], [0.033, 0.039, -0.012], [0.023, -0.010, -0.050], [-0.015, -0.025, -0.097], [-0.001, -0.009, 0.022], [0.004, 0.022, 0.028], [-0.013, -0.002, -0.018], [0.008, -0.014, 0.020], [-0.002, 0.026, -0.005], [0.007, 0.028, -0.027], [0.027, -0.004, -0.009], [0.007, -0.013, 0.001], [0.006, 0.001, 0.018], [-0.008, 0.021, -0.010], [0.001, 0.001, -0.002], [0.013, 0.008, 0.006], [-0.003, 0.003, -0.001], [-0.005, 0.009, 0.001], [0.008, -0.012, 0.004], [0.003, 0.002, 0.017], [0.000, -0.002, -0.004], [-0.003, -0.005, -0.001], [0.001, -0.001, -0.001], [-0.002, 0.007, -0.016], [0.011, -0.011, -0.005], [0.001, -0.004, 0.000], [0.000, -0.001, -0.008], [-0.005, -0.009, -0.006], [0.011, 0.002, 0.055], [0.022, -0.016, 0.004], [-0.025, -0.013, 0.012], [-0.031, 0.018, -0.027], [0.022, 0.052, -0.028], [-0.011, -0.007, -0.028], [-0.006, 0.006, -0.005], [-0.008, -0.005, -0.024], [-0.012, -0.002, 0.019], [0.002, -0.007, -0.017], [-0.007, 0.016, 0.010], [0.032, -0.039, -0.012], [0.010, -0.011, 0.004], [-0.014, 0.015, -0.004], [0.005, -0.002, 0.000], [0.014, 0.018, 0.008], [-0.057, -0.031, 0.001], [0.117, 0.074, 0.046], [0.045, -0.030, -0.154], [0.106, 0.055, -0.043], [-0.099, -0.138, 0.184], [-0.078, -0.030, 0.044], [0.006, 0.040, -0.035], [0.005, -0.008, -0.013], [0.002, -0.001, -0.002], [-0.001, -0.002, 0.000], [-0.139, -0.152, -0.046], [0.405, 0.647, 0.362], [0.195, -0.162, -0.145], [-0.032, -0.010, -0.061]],
  "de_lowest_kcal_mol": 3.9,
  "total_energy_ha": -6293.2446,
  "multiplicity": 2,
  "e_lumo_ha": [0.000, -0.016]
}